Entry 1:
{
  "formula": "C43H60ClN6OP",
  "method": "wB97M-V/def2-TZVPD",
  "smiles": "CCCCCCCCCC[PH2](Cl)OCCC.c1ccncc1.c1ccncc1.c1ccncc1.c1ccncc1.c1ccncc1.c1ccncc1",
  "homo_energy_ev": -9.34,
  "e_tot_ev": -78363.0547,
  "multiplicity": 1,
  "homo_lumo_gap_ev": 10.03,
  "symbols": ["C", "C", "C", "C", "C", "C", "C", "C", "C", "C", "P", "Cl", "O", "C", "C", "C", "H", "H", "H", "H", "H", "H", "H", "H", "H", "H", "H", "H", "H", "H", "H", "H", "H", "H", "H", "H", "H", "H", "H", "H", "H", "H", "H", "H", "H", "H", "N", "C", "C", "C", "C", "C", "H", "H", "H", "H", "H", "N", "C", "C", "C", "C", "C", "H", "H", "H", "H", "H", "N", "C", "C", "C", "C", "C", "H", "H", "H", "H", "H", "N", "C", "C", "C", "C", "C", "H", "H", "H", "H", "H", "N", "C", "C", "C", "C", "C", "H", "H", "H", "H", "H", "N", "C", "C", "C", "C", "C", "H", "H", "H", "H", "H"],
  "positions_angstrom": [[-0.18621, 1.04164, 2.29200], [-0.84890, 0.63724, 0.97150], [-0.49956, -0.77262, 0.50722], [0.86624, -1.00796, -0.16685], [1.45150, 0.14516, -0.97905], [2.19570, 1.24668, -0.21453], [3.11530, 0.75124, 0.89830], [4.11208, 1.80842, 1.36621], [3.45299, 3.13749, 1.75139], [4.20982, 3.90377, 2.86170], [3.00935, 4.73773, 3.90813], [2.87124, 3.02966, 5.31893], [2.96549, 6.10078, 2.88742], [1.75265, 6.82922, 2.77074], [2.04306, 8.30628, 2.49735], [1.90039, 8.69461, 1.02397], [-0.21710, 0.21272, 2.99985], [-0.71361, 1.88094, 2.74695], [0.85379, 1.34461, 2.16751], [-0.61935, 1.37235, 0.19618], [-1.93305, 0.68262, 1.11339], [-0.55159, -1.42202, 1.38770], [-1.26853, -1.13443, -0.17788], [0.73229, -1.84453, -0.85641], [1.58326, -1.35457, 0.57909], [0.64395, 0.61142, -1.55350], [2.13233, -0.27565, -1.72298], [1.47457, 1.96622, 0.18645], [2.79855, 1.81170, -0.93347], [3.65891, -0.13290, 0.55607], [2.52301, 0.43497, 1.76160], [4.66028, 1.41091, 2.22565], [4.85348, 2.01259, 0.59156], [3.42477, 3.78508, 0.87421], [2.41279, 2.96330, 2.03691], [4.84539, 4.68081, 2.43859], [4.80949, 3.23260, 3.46861], [3.39447, 5.49918, 5.00281], [1.66167, 4.48859, 3.68129], [1.15468, 6.72915, 3.68413], [1.18293, 6.40332, 1.94011], [3.06362, 8.49222, 2.83410], [1.38227, 8.92272, 3.10842], [2.45493, 9.60380, 0.79443], [0.85599, 8.86781, 0.76500], [2.27035, 7.89547, 0.38174], [6.47180, 3.91978, 0.09475], [6.26906, 5.22771, -0.04385], [7.22016, 6.18770, 0.26818], [8.44907, 5.76629, 0.74943], [8.67325, 4.40734, 0.89932], [7.65507, 3.52878, 0.56010], [5.29370, 5.51992, -0.41845], [6.99824, 7.23783, 0.13766], [9.21759, 6.48411, 1.00505], [9.61547, 4.03194, 1.27401], [7.79151, 2.45810, 0.66894], [-2.17644, -3.00070, -1.86611], [-2.86195, -2.80079, -2.98967], [-4.03179, -3.47712, -3.30432], [-4.52805, -4.39386, -2.39134], [-3.82983, -4.60584, -1.21339], [-2.66016, -3.89022, -1.00320], [-2.44269, -2.07535, -3.67823], [-4.53381, -3.29992, -4.24502], [-5.43487, -4.94436, -2.60542], [-4.16476, -5.32531, -0.47796], [-2.06968, -4.05739, -0.10914], [-2.06600, -5.03603, 2.34713], [-2.43493, -3.78653, 2.61634], [-3.22758, -3.43428, 3.69823], [-3.65490, -4.43623, 4.55405], [-3.27469, -5.74228, 4.28948], [-2.48413, -5.98867, 3.17677], [-2.08113, -3.02832, 1.92539], [-3.49883, -2.40048, 3.86198], [-4.27300, -4.20406, 5.41155], [-3.58384, -6.55693, 4.92976], [-2.16792, -6.99814, 2.93788], [-0.84876, 5.29186, 0.49459], [-1.90419, 5.86761, -0.07520], [-3.16850, 5.88496, 0.49526], [-3.34702, 5.27247, 1.72529], [-2.25730, 4.66715, 2.32972], [-1.03674, 4.70395, 1.67259], [-1.72650, 6.33807, -1.03604], [-3.99000, 6.36926, -0.01444], [-4.31776, 5.26648, 2.20374], [-2.34673, 4.17569, 3.28900], [-0.16019, 4.23929, 2.11279], [-5.35415, -6.32915, -5.41212], [-6.17177, -6.54218, -6.43986], [-7.02424, -7.63308, -6.52772], [-7.03006, -8.55268, -5.49165], [-6.18360, -8.34415, -4.41476], [-5.36852, -7.22241, -4.42636], [-6.14045, -5.80247, -7.23213], [-7.66686, -7.75459, -7.38872], [-7.68142, -9.41629, -5.52315], [-6.15133, -9.03448, -3.58315], [-4.69056, -7.02546, -3.60182], [0.81981, -7.26542, -4.96799], [1.11963, -6.56312, -3.87811], [0.16832, -6.03322, -3.01886], [-1.16957, -6.24637, -3.30635], [-1.49847, -6.97049, -4.44099], [-0.46957, -7.45689, -5.23409], [2.17698, -6.41665, -3.68573], [0.46929, -5.46530, -2.14894], [-1.94098, -5.84618, -2.66048], [-2.52999, -7.14706, -4.71558], [-0.68839, -8.02622, -6.13114]]
}

***

Entry 2:
{
  "formula": "C43H60FN8O4PRbSe2Si",
  "method": "wB97M-V/def2-TZVPD",
  "total_charge": -1,
  "homo_energy_ev": -3.56,
  "e_tot_ev": -216907.2547,
  "multiplicity": 1,
  "homo_lumo_gap_ev": 4.65,
  "symbols": ["Rb", "C", "O", "C", "C", "C", "C", "C", "C", "O", "C", "O", "C", "H", "H", "H", "H", "H", "H", "H", "H", "H", "Se", "Se", "C", "C", "C", "C", "C", "N", "C", "C", "C", "C", "C", "N", "H", "H", "H", "H", "H", "H", "H", "H", "C", "Si", "C", "C", "N", "C", "C", "C", "C", "C", "C", "F", "H", "H", "H", "H", "H", "H", "H", "H", "H", "H", "H", "H", "H", "O", "N", "N", "P", "N", "C", "C", "C", "C", "C", "N", "C", "C", "C", "C", "C", "N", "C", "C", "C", "C", "C", "H", "H", "H", "H", "H", "H", "H", "H", "H", "H", "H", "H", "H", "H", "H", "H", "H", "H", "H", "H", "H", "H", "H", "H", "H", "H", "H", "H", "H", "H"],
  "positions_angstrom": [[0.21708, 1.48531, -0.20808], [5.56454, 5.00088, 3.17357], [4.36853, 5.46948, 3.76212], [3.21518, 5.13063, 3.12873], [2.03145, 5.49024, 3.81779], [0.82728, 5.15866, 3.26236], [0.70666, 4.49750, 2.02044], [-0.60036, 4.16269, 1.47947], [-1.79880, 4.24813, 2.42347], [-0.80547, 3.80621, 0.31716], [1.91299, 4.14329, 1.29136], [1.91285, 3.54908, 0.18239], [3.16626, 4.49516, 1.92126], [6.36310, 5.22840, 3.87565], [5.76914, 5.50175, 2.22177], [5.53106, 3.92090, 3.00320], [2.10821, 6.01216, 4.76407], [-0.07098, 5.44538, 3.80059], [-2.02405, 5.28930, 2.66939], [-1.60603, 3.70027, 3.34793], [-2.65756, 3.80998, 1.91848], [4.05881, 4.21994, 1.37264], [1.77726, 2.65023, -5.18190], [0.61581, 4.62983, -5.13933], [-0.96646, 4.02174, -4.19036], [-2.13458, 4.77877, -4.20757], [-3.24816, 4.26026, -3.56166], [-3.15840, 3.02941, -2.92866], [-1.94447, 2.36569, -2.96891], [-0.87576, 2.85149, -3.59214], [2.91721, 2.83824, -3.62898], [3.93865, 3.77533, -3.62760], [4.79889, 3.78612, -2.53638], [4.60550, 2.87630, -1.51484], [3.54372, 1.98768, -1.59869], [2.71681, 1.96287, -2.64677], [-2.16759, 5.72804, -4.72557], [-4.18087, 4.81283, -3.56640], [-4.00765, 2.59336, -2.41657], [-1.82553, 1.39155, -2.51289], [4.05676, 4.46260, -4.45297], [5.61949, 4.49210, -2.49952], [5.26322, 2.85472, -0.65418], [3.35482, 1.25881, -0.81066], [2.68729, -2.54700, 3.17639], [2.92017, -0.84844, 2.34325], [1.59926, 0.31630, 2.94312], [4.56539, -0.16832, 2.99098], [2.80119, -0.87252, 0.66514], [3.48980, -1.53351, -0.26698], [4.59907, -2.41374, -0.05127], [5.28631, -3.02746, -1.09035], [4.92139, -2.82479, -2.41895], [3.83407, -1.98621, -2.68309], [3.16419, -1.38488, -1.64516], [2.08805, -0.60112, -1.94630], [2.01574, -2.48511, 4.04517], [3.64160, -2.96771, 3.51819], [2.24429, -3.25781, 2.46421], [1.53673, 0.37525, 4.03962], [0.61935, 0.00047, 2.55834], [1.82009, 1.32539, 2.56708], [4.59160, -0.14227, 4.08912], [4.69991, 0.85887, 2.62525], [5.41881, -0.76360, 2.64207], [4.89751, -2.58711, 0.98054], [6.12995, -3.67385, -0.86398], [5.45862, -3.30428, -3.22881], [3.50735, -1.79983, -3.70360], [-2.23787, -0.85893, -2.27806], [-1.71633, -1.56982, -1.50205], [-1.46966, -0.14275, 1.24150], [-2.18759, -1.23121, 0.52644], [-3.90805, -1.18553, 0.34167], [-4.77717, -1.31499, -0.84286], [-5.95705, -0.34710, -0.81542], [-6.79750, -0.48260, 0.46186], [-5.88501, -0.72321, 1.68244], [-4.46047, -0.27622, 1.37967], [-1.59649, -2.81923, -1.86188], [-2.18420, -3.20563, -3.15533], [-1.56756, -4.50833, -3.63536], [-0.05643, -4.34756, -3.84474], [0.57922, -3.51904, -2.70713], [-0.31601, -3.47092, -1.47537], [-1.98632, -2.82395, 0.97909], [-0.98372, -3.12084, 2.01545], [-1.67289, -3.48757, 3.32474], [-2.64112, -4.65383, 3.10118], [-3.64336, -4.30076, 1.99451], [-2.89526, -3.92232, 0.71837], [-5.15980, -2.34635, -0.91371], [-4.22583, -1.11776, -1.75087], [-6.56785, -0.52970, -1.70144], [-5.57651, 0.67384, -0.89396], [-7.50774, -1.30580, 0.35192], [-7.38671, 0.42706, 0.59579], [-5.86460, -1.79042, 1.91717], [-6.26026, -0.20013, 2.56435], [-3.83161, -0.34651, 2.26139], [-4.44979, 0.77215, 1.06675], [-2.01887, -2.40853, -3.88038], [-3.26156, -3.30848, -3.01801], [-2.05809, -4.80499, -4.56038], [-1.75638, -5.29490, -2.90019], [0.12016, -3.85343, -4.80140], [0.40195, -5.33558, -3.90142], [0.74200, -2.49435, -3.03619], [1.54236, -3.92233, -2.41483], [0.14393, -2.88372, -0.67896], [-0.51641, -4.47125, -1.09552], [-0.34862, -2.24522, 2.13856], [-0.35908, -3.96442, 1.68442], [-2.22773, -2.61049, 3.67796], [-0.92106, -3.73969, 4.07669], [-3.17123, -4.89931, 4.02344], [-2.07066, -5.54154, 2.79986], [-4.23201, -3.43330, 2.30775], [-4.32451, -5.13362, 1.79939], [-3.60025, -3.64676, -0.06780], [-2.31871, -4.79216, 0.36763]]
}